C3H10O5 | the ωB97M-V functional and the def2-TZVPD basis

Results
* SMILES: O=C(O)CCO.O.O
* Kohn-Sham gap: 11.168 eV

Structure (XYZ):
```
18
C3H10O5, DFT the ωB97M-V functional and the def2-TZVPD basis
O 1.69226 2.44397 -0.48752
O -0.62590 -2.31381 1.98414
O -1.07174 -1.07834 -0.68470
O 1.54128 -1.91251 -0.38955
O -0.34264 3.12312 0.27901
C -0.20363 1.16334 -1.11955
C 0.47826 2.36418 -0.50975
C -0.48333 0.06946 -0.04498
H -0.47633 -1.74956 1.27944
H 0.49022 -0.13408 0.57794
H 1.99763 -2.65829 -0.64842
H -1.25439 1.27655 -1.32800
H -1.49925 -2.12508 2.33397
H 0.26307 0.82269 -2.01155
H -0.47730 -1.40907 -1.23519
H 1.02932 -2.13506 0.37569
H 0.06194 3.85413 0.76843
H -1.11948 0.39837 0.86059
```


C3H10OS | the ωB97M-V functional and the def2-TZVPD basis

Results
* SMILES: CCS.CO
* Kohn-Sham gap: 10.017 eV

Structure (XYZ):
```
15
C3H10OS, DFT the ωB97M-V functional and the def2-TZVPD basis
S -0.10059 1.00775 1.26145
O -3.16952 3.70232 3.35669
C 0.63670 3.67493 0.83047
C 0.41424 2.33981 0.13398
C -4.30535 3.17172 4.03258
H -0.41537 2.41240 -0.59535
H -4.02750 2.63695 4.95639
H -4.94190 4.03140 4.30161
H -4.88878 2.48863 3.39258
H 1.45552 3.59374 1.56501
H -0.27909 3.99065 1.35794
H 0.90221 4.44991 0.09188
H -2.58987 2.95209 3.10860
H 1.00758 1.02905 2.03216
H 1.31923 2.01839 -0.41658
```


C3H10OS | the ωB97M-V functional and the def2-TZVPD basis

Results
* SMILES: CCO.CS
* Kohn-Sham gap: 9.714 eV

Structure (XYZ):
```
15
C3H10OS, DFT the ωB97M-V functional and the def2-TZVPD basis
S 2.94714 3.12647 1.95157
O 0.24735 -2.37086 -0.60719
C 1.21259 2.61396 1.79634
C -0.60013 -1.70228 -1.56059
C -1.97549 -2.20485 -1.23776
H -2.64955 -1.77037 -2.10936
H -2.17867 -1.74085 -0.25497
H 0.94487 1.72766 2.32885
H 0.53726 3.42336 2.18372
H 2.64075 4.30430 1.55542
H 0.86728 2.47482 0.77201
H -1.93080 -3.29608 -1.22906
H -0.01532 -2.04534 -2.47224
H 0.42473 -1.90451 0.24441
H -0.47200 -0.63541 -1.36115
```


C3H10OS2 | the ωB97M-V functional and the def2-TZVPD basis

Results
* SMILES: CCCSS.O
* Kohn-Sham gap: 9.064 eV

Structure (XYZ):
```
16
C3H10OS2, DFT the ωB97M-V functional and the def2-TZVPD basis
S -0.10405 0.09421 -2.10002
S -0.55488 -1.94395 -1.67533
O 2.60108 -3.02989 0.12677
C -0.30387 0.84361 0.59772
C -1.10718 0.71775 -0.72826
C -0.72783 1.97779 1.55931
H -1.95592 0.00925 -0.76868
H -1.85964 2.14802 1.41663
H -0.12063 -0.20163 1.02527
H 3.04173 -3.30358 -0.66351
H -1.50717 1.75244 -0.97539
H -0.38385 2.84619 1.01150
H 0.61963 -2.47758 -1.58640
H 1.89934 -2.54686 -0.15490
H -0.27826 2.02759 2.57340
H 0.74151 1.08664 0.34189
```


C3H10OS2 | the ωB97M-V functional and the def2-TZVPD basis

Results
* SMILES: CCCSS.O
* Kohn-Sham gap: 8.505 eV

Structure (XYZ):
```
16
C3H10OS2, DFT the ωB97M-V functional and the def2-TZVPD basis
S -2.32540 -0.21964 -0.07506
S -0.47323 -0.96207 0.75470
O -0.22030 2.78140 0.37111
C 0.64254 -0.37580 -0.51554
C 3.16319 -0.33739 -1.19168
C 2.10672 -0.32143 -0.05470
H 3.40387 0.74444 -1.51334
H 2.24729 -1.19631 0.51988
H -0.09863 3.18903 1.24753
H 2.25975 0.42101 0.66283
H 4.17626 -0.81371 -0.98170
H 0.23739 0.56267 -0.76589
H 0.70866 -1.04183 -1.38093
H -3.36478 -0.72579 0.68847
H -1.16381 2.53130 0.47677
H 2.65974 -0.80708 -2.22531
```


C3H10OS2 | the ωB97M-V functional and the def2-TZVPD basis

Results
* SMILES: CCSSC.O
* Kohn-Sham gap: 9.144 eV

Structure (XYZ):
```
16
C3H10OS2, DFT the ωB97M-V functional and the def2-TZVPD basis
S -0.66240 -1.72157 -0.56284
S 1.23049 -0.86404 -0.50713
O 0.44956 -0.55248 2.64226
C 0.11732 1.23899 -2.10496
C -1.55108 -1.27846 0.93940
C 1.27980 0.81481 -1.17177
H 0.21720 -0.09118 3.40727
H -1.15990 -1.80701 1.79073
H -1.49698 -0.23000 1.12751
H 0.42192 1.88753 -3.03775
H -0.46788 0.50536 -2.56445
H 1.43194 -0.49242 2.53612
H 2.24943 0.97981 -1.50831
H -0.54520 1.89575 -1.51183
H -2.56980 -1.66072 0.78023
H 1.05558 1.37562 -0.25447
```


C3H10OS2 | the ωB97M-V functional and the def2-TZVPD basis

Results
* SMILES: CCO.CSS
* Kohn-Sham gap: 8.842 eV

Structure (XYZ):
```
16
C3H10OS2, DFT the ωB97M-V functional and the def2-TZVPD basis
S -1.97616 -0.90809 0.29750
S -2.43132 0.94393 -0.59279
O 1.65592 -0.49743 -0.26930
C 1.09423 0.35959 1.88732
C 1.53782 -0.92706 1.12809
C -1.74942 0.92678 -2.26897
H -0.67035 1.15550 -2.38250
H 0.24812 0.81432 1.37474
H -2.34819 1.52664 -2.96055
H 1.20436 -1.17008 -0.78409
H -1.94188 -0.08406 -2.63797
H 0.87520 -1.78652 1.21276
H 2.57948 -1.13735 1.38128
H 0.75315 -0.00209 2.87286
H -0.79440 -0.25541 -0.18385
H 1.96343 1.04132 1.92547
```


C3H10OS2 | the ωB97M-V functional and the def2-TZVPD basis

Results
* SMILES: CCO.CSS
* Kohn-Sham gap: 9.785 eV

Structure (XYZ):
```
16
C3H10OS2, DFT the ωB97M-V functional and the def2-TZVPD basis
S -0.64981 -2.15642 -1.82080
S 1.34844 -1.76654 -1.57659
O -1.99199 0.57280 -0.06378
C -0.84853 1.38016 -0.24854
C 1.67294 -2.16599 0.15217
C -0.32962 2.10323 0.96310
H 0.52517 2.71888 0.68281
H -1.06574 2.11013 -1.02994
H 1.52455 -3.22460 0.34771
H 1.02455 -1.61769 0.82019
H -1.11930 -0.92295 -1.57921
H 2.70730 -1.90474 0.31561
H -1.74722 -0.17195 0.49485
H -1.07237 2.77331 1.40803
H -0.01741 0.78451 -0.65756
H 0.03906 1.48786 1.79195
```


C3H10OS2 | the ωB97M-V functional and the def2-TZVPD basis

Results
* total charge: +1
* multiplicity: 2
* Kohn-Sham gap (alpha / beta): 8.434 / 6.178 eV

Structure (XYZ):
```
16
C3H10OS2, DFT the ωB97M-V functional and the def2-TZVPD basis
S 0.81133 0.09446 -0.38278
S -1.23011 -0.87405 -0.89719
O 2.16539 -3.10062 -0.10414
C -0.04029 2.53824 -0.98654
C 0.07348 1.60124 0.23216
C -1.18945 -1.59178 0.74807
H -1.32462 -0.86737 1.55276
H -2.04549 -2.27428 0.80805
H 2.51020 -2.23382 0.14088
H -0.43063 3.47305 -0.55732
H 0.64392 1.97048 1.08339
H -0.92040 1.29575 0.56562
H 0.89790 2.89457 -1.40201
H 1.22848 -2.91562 -0.22668
H -0.80453 2.18601 -1.67012
H -0.34518 -2.19628 1.09584
```


C3H10S | the ωB97M-V functional and the def2-TZVPD basis

Results
* SMILES: CSC.C
* Kohn-Sham gap: 9.422 eV

Structure (XYZ):
```
14
C3H10S, DFT the ωB97M-V functional and the def2-TZVPD basis
S -1.62393 0.29341 -0.27905
C 2.28510 0.13841 -1.23308
C -1.71437 -1.41238 0.37726
C -0.80405 1.30835 0.93431
H 1.52976 -0.57919 -0.90060
H -2.66905 -1.56325 0.88666
H 0.28437 1.30590 0.88099
H 2.02669 0.48117 -2.22591
H -1.07515 0.96063 1.93880
H 2.37026 0.95763 -0.52856
H -0.91042 -1.68534 1.05349
H 3.20987 -0.43635 -1.21275
H -1.67072 -2.06563 -0.49139
H -1.23838 2.29666 0.79982
```


C3H10S | the ωB97M-V functional and the def2-TZVPD basis

Results
* SMILES: CCS.C
* Kohn-Sham gap: 9.928 eV

Structure (XYZ):
```
14
C3H10S, DFT the ωB97M-V functional and the def2-TZVPD basis
S 1.02964 0.96116 -0.06372
C -4.35301 0.09912 -2.17351
C 2.11205 -1.34979 1.38389
C 0.79291 -0.47255 1.19863
H 0.42719 0.08076 2.10291
H -4.31654 -0.71787 -2.90284
H -4.46210 -0.37708 -1.09131
H 1.94798 0.11382 -0.55971
H 3.01570 -0.72221 1.72690
H -3.47167 0.77870 -2.01967
H -0.09624 -1.03095 0.99628
H 2.30931 -2.04381 0.51528
H 1.93066 -1.94553 2.29013
H -5.07021 0.82489 -2.49248
```


C3H10S | the ωB97M-V functional and the def2-TZVPD basis

Results
* SMILES: CC.CS
* Kohn-Sham gap: 9.961 eV

Structure (XYZ):
```
14
C3H10S, DFT the ωB97M-V functional and the def2-TZVPD basis
S -0.81184 1.38409 0.75055
C 0.34482 -2.45236 -1.53056
C 0.36027 -2.31484 -0.00955
C 0.84964 2.09969 0.22423
H 1.35976 -2.71963 -1.81706
H -0.31621 -3.32415 -1.76320
H 0.86603 -1.44629 0.40015
H 1.51080 1.31686 0.62380
H -0.55771 -2.50009 0.53162
H 1.12190 3.05106 0.68378
H 0.96337 -3.15373 0.42752
H 0.73592 2.10758 -0.85466
H -1.61608 1.75364 -0.30461
H -0.13088 -1.63064 -2.04102
```


C3H10S2 | the ωB97M-V functional and the def2-TZVPD basis

Results
* total charge: -1
* multiplicity: 2
* Kohn-Sham gap (alpha / beta): 1.842 / 7.905 eV

Structure (XYZ):
```
15
C3H10S2, DFT the ωB97M-V functional and the def2-TZVPD basis
S -1.52096 -0.22427 -1.01066
S 1.54209 -1.46493 0.49530
C -2.38113 -0.69964 0.53281
C -1.18350 1.49647 -0.79257
C 2.83907 -0.26650 0.03869
H 3.05155 0.41882 0.89890
H -3.43474 -0.44676 0.28933
H -1.97717 -0.21819 1.39843
H 3.68891 -0.62941 -0.52987
H -2.30362 -1.76256 0.66744
H 2.30011 0.47282 -0.55480
H 2.43874 -2.39152 0.87342
H -1.84519 2.17785 -1.33313
H -1.02621 1.81096 0.24035
H -0.18794 1.72686 -1.21364
```


C3H10S2 | the ωB97M-V functional and the def2-TZVPD basis

Results
* SMILES: CCS.CS
* Kohn-Sham gap: 9.557 eV

Structure (XYZ):
```
15
C3H10S2, DFT the ωB97M-V functional and the def2-TZVPD basis
S 1.66729 2.69448 -1.25673
S -2.36111 -1.54598 0.48213
C -0.67712 -1.64708 1.17055
C 0.28101 -2.37553 0.11035
C 1.67699 1.54022 0.20781
H 2.42045 1.84325 0.89371
H -0.02804 -3.45669 -0.14279
H 0.68730 1.96345 0.61214
H 1.72621 0.45902 -0.18012
H 0.41239 -1.66262 -0.76652
H 1.19408 -2.33599 0.67880
H -0.37261 -0.64488 1.40953
H -0.72616 -2.16900 2.13805
H 0.26254 2.81041 -1.37094
H -2.16021 -0.28857 0.18950
```


C3H10S2 | the ωB97M-V functional and the def2-TZVPD basis

Results
* SMILES: CSS.CC
* Kohn-Sham gap: 9.288 eV

Structure (XYZ):
```
15
C3H10S2, DFT the ωB97M-V functional and the def2-TZVPD basis
S -0.83632 -2.39539 0.72503
S -2.01398 -2.92816 2.36750
C -0.38710 1.90162 -1.32550
C 0.27963 -1.20028 1.51451
C 1.04104 1.50401 -1.65080
H -1.63968 -4.21502 2.32437
H -1.09885 1.59222 -2.10238
H -0.47272 2.98529 -1.36039
H 0.23987 -1.39713 2.57680
H 1.37548 0.67991 -1.01848
H 1.29961 -1.44058 1.19409
H 0.02458 -0.18629 1.23403
H 1.74266 2.32021 -1.44099
H -0.73264 1.56498 -0.35358
H 1.17843 1.21461 -2.68421
```


C3H10S2 | the ωB97M-V functional and the def2-TZVPD basis

Results
* SMILES: CSC.CS
* Kohn-Sham gap: 9.335 eV

Structure (XYZ):
```
15
C3H10S2, DFT the ωB97M-V functional and the def2-TZVPD basis
S 1.40901 -0.35227 -0.56036
S -1.71882 0.69900 2.13427
C 2.79062 -1.05064 -1.42577
C 0.11553 -0.68159 -1.76070
C -2.13236 1.23386 0.33403
H -2.19805 -0.52913 1.90492
H -2.58225 0.28365 -0.01399
H -2.81776 2.06179 0.33866
H -1.22148 1.40428 -0.23238
H 3.67516 -0.85076 -0.82723
H 0.29453 -1.63002 -2.29297
H 2.91183 -0.80402 -2.47896
H 2.67491 -2.19347 -1.34867
H -0.78383 -0.93959 -1.17035
H -0.14606 0.12788 -2.41932
```


Relative energy (zero: lowest compared OMol25 entry of this formula, charge and spin) values (in kJ/mol) by entry order: 123.2; 51.9; 131.4; 108.9; 116.6; 86.6; 158.6; 43.0; 152.9; 28.8; 107.0; 63.8; 198.0; 129.0; 36.0; 83.5.